A cluster of 2 separate species, C27H29N2O4 in total, computed with ωB97M-V/def2-TZVPD.

Last column: natural (NBO) charge in e.
Atoms and positions in Å:
C -4.9236 0.4375 1.9701  -0.152
C 2.0254 0.2384 -2.7566  -0.141
O -0.2795 -5.5351 -0.6786  -0.475
H -5.2845 2.5759 2.1255  0.235
H 5.0999 2.0416 -4.7959  0.187
H -0.6555 2.5449 3.8022  0.247
C -1.1829 -2.0426 -1.0742  -0.109
C 1.2416 -2.1993 -1.1027  -0.078
H -4.1528 4.5856 2.8243  0.190
C 0.9147 -6.3429 -0.7230  -0.261
C 3.0421 1.0338 -3.2744  -0.323
C -4.5459 1.7708 2.0796  -0.322
H 0.1075 2.6748 -1.3278  0.225
H -2.2620 -3.9044 -1.0051  0.242
C 1.1589 1.8806 2.7331  -0.081
O 4.0916 3.2280 -3.3804  -0.471
C 1.9258 3.0334 -2.4075  -0.271
C 0.9500 2.2254 -1.8530  -0.135
C -1.2916 -3.4039 -0.9962  -0.276
H 2.0528 2.2203 3.2077  0.234
C 3.0385 2.4320 -3.0564  0.373
O -1.6243 -1.1989 1.9545  -0.515
N 1.2282 1.0971 1.5765  -0.388
C -3.1729 2.0787 2.1445  0.323
C 0.0755 -1.3891 -1.0977  -0.220
C -2.6425 -0.2968 1.9816  0.320
C -1.8215 -2.5635 2.3761  -0.249
C 1.1505 -3.5711 -0.9193  -0.344
H 3.2146 0.5022 1.7691  0.223
H -2.3413 -3.1294 1.5906  0.184
C 1.0303 0.8036 -1.9056  -0.130
C 0.0116 0.8878 1.0560  0.323
H 1.4370 -6.2188 -1.6815  0.190
H 2.2470 -1.7669 -1.1753  0.211
H -2.0834 -1.4267 -1.1289  0.226
H -3.9996 4.4115 1.0358  0.189
C 5.2861 2.5928 -3.8688  -0.260
C 2.4657 0.6596 0.9857  -0.403
O -2.6106 3.3144 2.1679  -0.502
C -4.0084 -0.6143 1.9179  -0.315
H 5.7100 1.9203 -3.1169  0.187
H -5.9809 0.1966 1.9252  0.228
H 1.9047 4.1137 -2.2923  0.244
N -0.8508 1.3635 2.0049  -0.387
H 0.5463 -7.3602 -0.6196  0.217
H -2.7345 5.3009 1.9663  0.211
H 2.0740 -4.1544 -0.8057  0.235
C -0.1202 -4.1947 -0.8515  0.374
C -3.4462 4.4753 1.9865  -0.255
H -0.8078 -2.9369 2.5199  0.207
C -0.1431 2.0511 3.0010  -0.046
C 0.1194 0.0492 -1.0977  0.042
H 2.0571 -0.8231 -3.0093  0.230
H 2.8391 1.4101 0.2714  0.215
H 3.8476 0.5610 -3.8453  0.237
H -0.8320 0.5554 -0.8412  0.251
H 5.9660 3.4202 -4.0626  0.218
H -4.3318 -1.6499 1.8269  0.232
C -2.2481 1.0353 2.0676  0.060
H 1.6000 -6.1003 0.1005  0.184
H -2.3912 -2.6031 3.3202  0.194
H 2.3099 -0.2968 0.4622  0.220

Output
LUMO level: -0.1369 hartree
HOMO-LUMO gap: 7.290 eV
Max |F|: 2.54 eV/A
Total charge: +1
2S+1: 1

An isolated molecule of C27H29N3O4, computed with ωB97M-V/def2-TZVPD.

Last column: natural (NBO) charge in e.
Atoms and positions in Å:
C 3.8726 0.0208 -1.0575  0.738
C 1.4735 4.4622 0.1461  -0.208
C -1.5060 2.9228 1.2561  -0.147
H 0.1481 1.4956 -0.9503  0.221
H -4.6309 2.1092 -0.2959  0.214
H 3.6422 4.7742 0.5694  0.230
C -0.7617 3.6907 -0.7656  0.664
C -4.8446 -0.4101 0.0645  -0.227
H 4.2406 2.2088 0.3209  0.211
C 0.9625 2.1976 -0.5156  -0.232
H -3.0736 3.6444 -1.2071  0.212
C -2.9945 -2.3016 -0.4472  -0.232
H -6.4035 -3.7262 -1.7438  0.196
H -2.1878 -3.1684 -0.5019  0.211
H 5.6276 -3.3940 -1.9229  0.203
H -5.4008 0.4152 0.4694  0.215
H 2.7273 -3.6907 0.7535  0.198
O -4.4464 -3.8413 -0.7800  -0.481
C 5.5086 -3.5553 -0.7514  -0.534
C 3.8594 -2.2560 1.9827  -0.252
C -3.8596 2.4563 0.2428  -0.244
H -1.0301 0.9479 1.0610  0.187
C -3.1102 3.7016 -0.2821  -0.136
H -4.1299 2.6861 1.1867  0.148
C 2.5656 -1.8337 -0.4363  -0.354
H 1.9266 -2.3979 -1.1755  0.260
C 1.7890 -0.6705 0.0630  0.808
H 6.6293 -3.7701 -0.2813  0.212
H 1.2362 5.6136 -0.1552  0.230
C -4.2427 -2.6604 -0.4931  0.302
H -1.5195 -0.6624 0.0210  0.231
C 2.8307 4.1359 0.3026  -0.228
H -2.2259 1.2236 2.3613  0.171
C -2.5403 -1.0274 -0.1942  -0.201
C -5.1922 -1.7856 -0.4325  -0.319
O 4.6714 0.5780 -1.5365  -0.529
H -3.5349 4.6620 0.3945  0.174
O -1.1030 4.3182 -1.8035  -0.609
C 2.6822 -2.7203 0.9240  -0.443
C 5.0186 -1.9079 0.9608  -0.186
H 4.8651 -4.2401 -0.4808  0.179
C 3.8333 -1.5628 -1.1873  -0.273
H -6.4544 -4.1184 0.1579  0.205
N 2.6964 0.5662 -0.5244  -0.574
N -1.8053 3.5361 0.2375  -0.463
H 5.7388 -1.6119 1.7385  0.226
H -2.1686 3.4811 2.1887  0.137
C 3.1014 2.7946 0.2602  -0.192
C 2.2463 1.7625 -0.4324  0.168
C -1.8935 1.2790 1.2110  -0.241
C 5.2016 -1.7942 -0.3191  -0.238
C -5.9095 -4.2823 -0.7842  -0.291
H 6.0883 -1.4622 -0.6364  0.242
H 1.8503 -2.7592 1.6329  0.225
H 3.8734 -1.9435 -2.0962  0.224
O 0.8551 -0.5429 0.6031  -0.475
C -3.5263 -0.1327 0.2792  0.122
H -6.2150 -1.8646 -0.4333  0.218
H 3.6013 -2.1614 3.0271  0.235
C 0.7127 3.5791 -0.5179  -0.102
H -5.8192 -5.3564 -1.1025  0.212
H -0.4668 2.9611 1.5872  0.223
N -3.0796 1.3882 0.2398  -0.438

Output
SMILES: COc1ccc(N2CCN(C(=O)c3cccc(N4C(=O)[C@H]5[C@H](C)C=CC[C@H]5C4=O)c3)CC2)cc1
LUMO level: 0.0093 hartree
HOMO-LUMO gap: 7.849 eV
Max |F|: 16.68 eV/A
Total charge: 0
2S+1: 1

A structure of composition C27H29N6NbS2Si, computed with ωB97M-V/def2-TZVPD.

Last column: natural (NBO) charge in e.
Atoms and positions in Å:
H -2.2229 -17.5746 7.9541  0.245
C 0.3675 -13.3827 17.3379  -0.218
H -0.6922 -17.7103 9.7417  0.227
H -2.5366 -13.8104 19.0985  0.265
H 1.0720 -17.7661 15.2375  0.235
H 1.3624 -12.8906 17.4255  0.270
H -4.8690 -8.9892 12.3245  0.231
C -2.9035 -14.5736 9.4810  -0.239
H -3.2302 -13.3062 11.7755  0.445
H 0.2624 -12.2270 13.0143  0.234
H -4.1341 -6.9980 15.8787  0.265
C -0.5260 -13.3960 18.3874  -0.103
H -1.4943 -13.2796 11.7017  0.420
Nb -2.5221 -14.5923 14.0624  1.443
H -4.1025 -15.1588 17.6235  0.269
C -0.6423 -11.6760 13.3566  0.017
C -2.9648 -10.2698 14.1472  -0.447
C -1.8271 -13.8392 18.2505  -0.156
C 0.4543 -17.1742 11.9904  -0.183
H -5.6960 -11.2194 15.9280  0.241
C -2.1721 -16.7078 8.5815  -0.204
H -3.4611 -15.3821 7.5097  0.245
N -4.8039 -16.2325 15.3821  -0.376
H -6.7364 -17.5801 14.6785  0.421
H -1.0589 -16.5631 15.4113  0.214
C 0.5899 -17.4756 14.3191  -0.209
C -1.4682 -16.9091 9.7507  -0.142
H 0.8158 -17.3759 10.9943  0.229
H -2.9205 -8.2767 16.4864  0.237
H -1.7413 -8.5015 14.0443  0.251
N -6.0317 -17.5913 13.9664  -0.733
C -0.6810 -10.2722 13.4283  -0.237
C -2.1332 -14.4658 17.0242  0.108
C -0.7207 -16.3581 12.1088  0.010
N -1.2967 -14.2869 15.9327  -0.513
H -4.6255 -8.4073 16.9382  0.245
Si -4.5361 -9.3261 14.6794  1.609
H 0.2116 -9.7223 13.2348  0.246
C -3.9433 -8.0762 16.0711  -1.095
C -2.8882 -11.6959 14.0305  0.116
C 1.0315 -17.8388 13.0928  -0.131
H 1.9390 -18.4313 12.9649  0.249
H 0.5858 -13.7853 15.2330  0.235
N -3.5683 -15.6178 15.5546  -0.334
C -5.9710 -10.4081 15.1598  -1.156
C -1.7686 -9.5798 13.9111  -0.101
H -0.2572 -13.0038 19.3369  0.253
C -0.0337 -13.8574 16.1276  0.112
S -3.9332 -16.3962 12.9101  0.011
H -6.4243 -10.9402 14.2803  0.259
H -6.1982 -8.0515 13.0882  0.269
C -2.8608 -15.5318 8.4244  -0.156
C -3.3079 -15.1637 16.8138  0.142
H -6.3336 -17.6069 12.9907  0.421
H -3.4391 -13.6355 9.3299  0.229
C -1.4965 -15.9993 10.8666  -0.109
N -2.3465 -13.8473 11.7485  -0.811
C -1.0917 -15.9531 13.4171  -0.411
N -1.7380 -12.3266 13.8500  -0.571
C -4.9766 -16.7737 14.2194  0.303
C -5.1063 -8.3282 13.1760  -1.136
C -0.5655 -16.6492 14.4810  -0.161
S -4.3259 -12.7662 14.0123  -0.022
H -4.6344 -7.3055 12.9730  0.262
H -6.8425 -9.8401 15.5890  0.278
C -2.2966 -14.8270 10.7261  0.192

Output
LUMO level (spin up / spin down): -0.3090 / -0.3090 hartree
HOMO-LUMO gap (spin up / spin down): 5.195 / 5.196 eV
Max |F|: 4.84 eV/A
Total charge: +2
2S+1: 1

A structure of composition C27H29NO4P2Yb, computed with ωB97M-V/def2-TZVPD.

Last column: natural (NBO) charge in e.
Atoms and positions in Å:
P 0.2274 2.7094 -0.6661  1.117
H 1.6619 -3.2575 6.4851  0.235
H 1.2854 0.5272 -0.9206  0.248
C -1.6638 0.6717 1.2615  -0.989
O 1.3509 0.1921 3.5435  -0.416
C -3.3727 -1.3129 -1.1897  -0.190
C -0.0786 -3.2679 5.2049  -0.216
C -0.7534 -1.4943 -2.2173  -0.163
C 2.2087 2.2545 -3.9310  -0.194
C 1.7146 0.0304 2.4634  0.497
H 3.2885 -3.1214 4.5703  0.222
C -2.7066 -2.5447 -1.2695  -0.233
C 1.3007 -3.2125 5.4559  -0.169
H -0.1234 4.8223 0.4867  0.259
H 0.9251 3.7087 1.4087  0.245
H -1.1910 1.0842 2.1626  0.230
H 1.5798 4.5668 -0.0193  0.245
C 2.9154 1.0746 -4.2278  -0.273
H 3.8724 1.1427 -4.7458  0.221
C 0.3342 -2.9873 2.8444  -0.230
C -1.4711 -0.2758 -2.2757  0.244
H 3.0342 -1.0746 -3.9437  0.208
C -0.1961 -2.7797 1.4553  0.786
O 0.4703 -1.9218 0.7153  -0.920
H 2.6284 3.2349 -4.1663  0.218
H -4.3859 -1.2541 -0.7797  0.213
H -2.6615 0.2855 1.5263  0.269
C 1.5714 1.4736 -0.4117  -1.016
H -0.6548 3.4885 -2.7816  0.272
C 0.3509 0.8850 -3.1927  0.268
H -3.2197 -3.4441 -0.9429  0.223
H 0.9619 4.1787 -2.4505  0.239
H 2.4669 1.8666 -0.9166  0.267
O 2.6085 -2.7186 2.0467  -0.782
C 0.7186 -1.4955 -2.4984  -0.253
H 1.3297 -1.5774 -1.3361  -0.061
H -2.1862 3.5341 1.8149  0.246
H -3.1112 1.9094 -2.0606  0.268
H -4.1055 1.2667 -0.7009  0.231
O -1.2083 -3.3742 1.1044  -0.577
H 3.5026 -2.9668 2.3458  0.509
H -2.5986 4.2725 0.2371  0.251
C -2.7188 -0.1572 -1.5810  -0.096
C 0.6867 4.0862 0.4059  -0.972
H -0.7748 -3.3847 6.0382  0.235
C 2.4395 -0.1644 -3.8136  -0.198
P -1.8937 1.9683 0.0060  1.091
C 0.3629 3.2601 -2.4332  -0.707
H -1.6305 -3.2489 3.6658  0.253
H 1.7923 1.3319 0.6609  0.223
H 1.0307 -2.4101 -3.0174  0.236
C -2.6759 3.3634 0.8480  -0.967
H -3.7357 3.1280 1.0139  0.258
C 1.1614 -0.2769 -3.2493  -0.183
C -0.5669 -3.1793 3.9064  -0.133
H -0.8380 -3.5602 -1.6703  0.210
H -1.0567 -0.1681 0.8955  0.287
C 0.9846 2.1686 -3.2834  -0.104
C -1.3883 -2.6185 -1.6963  -0.141
Yb 2.3662 -1.2617 0.2832  1.526
N -0.9490 0.8595 -2.8014  -0.689
C 1.6942 -2.9769 3.1135  0.355
C 2.2056 -3.1107 4.3991  -0.308
C -3.1159 1.2529 -1.1788  -0.724

Output
LUMO level (spin up / spin down): -0.1413 / -0.1438 hartree
HOMO-LUMO gap (spin up / spin down): 3.703 / 4.561 eV
Max |F|: 4.29 eV/A
Total charge: +1
2S+1: 2

A structure of composition C27H30BeN4OS2, computed with ωB97M-V/def2-TZVPD.

Last column: natural (NBO) charge in e.
Atoms and positions in Å:
H 3.6466 -0.7375 -1.8922  0.190
C -3.2399 0.8124 4.0143  -0.210
C 1.9835 0.2788 2.7822  -0.175
H 1.8177 -0.4606 6.1050  0.210
N -3.2034 -0.4887 -0.8654  -0.201
H 3.5561 -2.0042 0.0620  0.175
H -0.7612 -0.6539 2.2362  0.246
H 3.4374 2.7402 -1.2247  0.241
H -3.4841 -1.8518 -3.3645  0.231
H 2.0993 1.4395 4.5605  0.221
H -4.3189 -1.5742 0.5106  0.239
C -2.6037 -0.3813 -2.0881  0.261
H 1.5728 -3.3335 0.5143  0.171
H 2.5705 -0.2968 -3.7911  0.207
C 3.6837 1.6826 -1.1806  -0.427
C -2.5856 0.1279 1.4178  0.191
Be 1.2427 1.4846 0.0040  1.515
C -1.0847 0.2001 -0.5559  0.635
N 1.7662 -1.2347 0.8692  -0.482
H -0.6350 0.3173 -2.7385  0.254
C -2.0338 0.1825 3.7435  -0.178
H 1.4635 0.4807 -5.8418  0.212
C 1.0266 2.4691 -2.5235  -0.158
H -4.3215 -0.2986 -3.3586  0.234
H 1.5281 -2.7566 5.1856  0.209
C 1.9619 0.5966 -3.7600  -0.201
C -1.7049 -0.1759 2.4461  -0.227
C -4.1177 1.0978 2.9779  -0.203
H 3.6382 -0.3547 0.6852  0.235
H 4.3667 1.4197 -1.9924  0.182
N -2.2277 -0.2153 0.0821  -0.255
H 1.9311 -1.0906 -1.7276  0.208
C 1.0138 -2.3876 0.4262  -0.413
H -1.3304 -0.0345 4.5364  0.230
H 1.5526 -3.0935 2.7564  0.206
C -3.7907 0.7680 1.6717  -0.252
C 1.9868 0.4368 4.1699  -0.225
H -3.4934 1.0871 5.0287  0.218
C 3.0066 -1.0502 0.1355  -0.223
C 1.3395 1.0349 -4.9217  -0.266
C 1.8010 1.3004 -2.5766  0.061
C 1.8232 -1.0234 2.2719  0.193
H 0.7267 -2.2724 -0.6201  0.194
N 2.4308 0.8945 -1.3277  -0.606
S 2.2027 1.7331 1.8075  -0.513
C 1.6647 -2.0934 3.1526  -0.272
H 4.1317 1.4759 -0.2124  0.229
S 0.7942 3.2836 -0.9916  -0.455
O -0.1189 0.6148 0.1149  -0.819
H -3.7715 -2.5276 -0.8828  0.200
C -1.3252 0.0645 -1.9547  -0.364
H -4.4565 1.0200 0.8571  0.221
C -3.3405 -0.7708 -3.3202  -0.660
H -5.0555 1.5977 3.1799  0.217
H 0.0934 2.5498 -5.7910  0.213
C 1.8227 -0.6305 5.0364  -0.228
H -5.0963 -1.3453 -1.0574  0.219
H -2.7701 -0.4674 -4.1945  0.247
H 0.0966 -2.4787 1.0069  0.210
H -0.1781 3.7986 -3.6783  0.223
C -4.1504 -1.5547 -0.5630  -0.424
C 2.7591 -0.5433 -1.2784  -0.228
C 0.4300 2.9044 -3.7093  -0.234
C 1.6531 -1.9079 4.5265  -0.237
C 0.5780 2.1960 -4.8902  -0.209

Output
LUMO level: 0.0099 hartree
HOMO-LUMO gap: 7.189 eV
Max |F|: 0.27 eV/A
Total charge: 0
2S+1: 1

A structure of composition C27H30BrMnN3STe, computed with ωB97M-V/def2-TZVPD.

Last column: natural (NBO) charge in e.
Atoms and positions in Å:
C -3.8509 -0.4980 0.4696  -0.231
S -2.7261 2.4129 2.2148  0.264
H 5.0045 0.6041 1.7206  0.213
C 1.9120 -1.9144 -1.9410  -0.190
H 2.4665 2.5690 -1.0271  0.238
H -5.0016 1.6799 2.0624  0.211
C 1.6552 -1.2140 0.3383  -0.281
H 6.3689 -0.9585 3.0512  0.215
H 1.5051 -1.4949 1.3770  0.218
C 3.1893 0.1859 2.7835  -0.291
N -1.3807 -0.6595 -2.0790  -0.579
H -3.5196 0.5254 -1.2842  0.403
H -2.4394 1.1073 4.1911  0.234
H -0.6071 -0.9089 1.1132  0.404
H -4.5331 -1.1602 -0.0724  0.201
H 2.9289 -1.9850 5.3820  0.212
H -4.7973 3.3178 1.5009  0.243
H -4.3654 -0.2141 1.3836  0.192
C -2.6389 0.8534 3.1492  -0.538
C 2.7193 1.0309 -4.0379  -0.204
H 1.9199 -2.6807 -2.7072  0.213
C -1.2946 0.6367 -2.4753  -0.301
C -0.9622 -1.4349 -4.2950  -0.287
C -0.8540 -0.1173 -4.7307  -0.166
C 2.6180 -0.5456 3.8210  -0.253
C 2.4667 1.7730 -1.7575  -0.170
Te 1.9886 1.5140 1.6235  0.588
C 1.6652 -2.2286 -0.6356  -0.214
C -1.5223 -0.0849 2.7026  -0.242
H -1.2797 -2.6694 -2.5661  0.181
C -4.3785 1.8863 -0.0241  -0.228
H -2.8043 -2.0748 1.5183  0.183
C -1.2130 -1.6569 -2.9559  0.043
H 2.9269 1.2700 -5.0733  0.213
C 1.8949 0.1010 0.0148  -0.231
C 5.3145 -0.8456 3.2690  -0.226
H 1.4834 -3.2536 -0.3369  0.214
C -4.3706 2.3167 1.4420  -0.536
H -0.5660 0.3891 2.9289  0.225
H 5.3357 -2.2593 4.8842  0.214
Mn -1.2451 1.1478 -0.3945  1.158
C 2.1671 -0.5790 -2.3222  0.032
H -1.5963 -1.0011 3.3055  0.182
H -0.8468 -2.2674 -4.9772  0.213
C 2.7312 2.0525 -3.0675  -0.200
C 2.4452 -0.2537 -3.6714  -0.196
H 2.4315 -1.0508 -4.4054  0.209
H 2.9469 3.0704 -3.3650  0.218
N -3.5463 0.7173 -0.2882  -0.687
C 4.7349 -1.5756 4.2983  -0.211
N -1.4822 -0.4178 1.2742  -0.692
H -3.6167 0.3753 3.1338  0.210
C -1.0057 0.9105 -3.8195  -0.259
C 3.3851 -1.4224 4.5773  -0.203
H -5.4247 1.7313 -0.3228  0.182
H -0.6425 0.0971 -5.7724  0.209
C 2.1680 0.4526 -1.3405  -0.151
C 4.5475 0.0341 2.5202  -0.166
H -3.9770 2.6971 -0.6353  0.219
H -0.9039 1.9412 -4.1374  0.215
H -2.2172 -1.7402 -0.1272  0.240
Br -0.3014 3.4781 -0.2429  -0.647
H 1.5632 -0.4278 4.0432  0.210
C -2.5729 -1.2838 0.7941  -0.236

Output
LUMO level (spin up / spin down): 0.0140 / 0.0130 hartree
HOMO-LUMO gap (spin up / spin down): 7.173 / 7.983 eV
Max |F|: 0.59 eV/A
Total charge: 0
2S+1: 6